Density functional theory data (ωB97M-V/def2-TZVPD) for a gas-phase ion, C4H9N2 (charge +1).

## Properties
SMILES string: C=N[N+]1(C)CC1
LUMO in eV: -3.673
Strongest force on any atom in eV Å⁻¹: 4.3
Orbital gap in eV: 12.19

```
! wB97M-V def2-TZVPD RIJCOSX def2/J DEFGRID3
* xyz 1 1
C 0.46 -1.30 1.66
C 0.53 1.45 -0.51
C -0.85 1.37 -0.11
C -0.14 -0.89 -1.07
N 0.40 -0.06 1.28
N 0.07 0.16 -0.09
H 0.92 -1.54 2.60
H 0.17 -2.15 1.11
H 0.81 1.62 -1.57
H 1.15 2.01 0.25
H -1.08 1.76 0.92
H -1.81 1.10 -0.79
H -0.71 -1.80 -0.64
H -0.80 -0.44 -1.93
H 0.88 -1.30 -1.11
*
```